Entry 1:
An isolated molecule of C7H13NO4 at a distorted geometry. Source: the OMol25 dataset; level of theory: ωB97M-V/def2-TZVPD.

Computed properties:
* relative energy (zero: lowest compared OMol25 entry of this formula, charge and spin): 34.97 kcal per mole
* SMILES: C[C@H]1N=C(CO)[C@H](O)[C@@H](O)[C@H]1O
* net charge: 0
* HOMO-LUMO gap: 9.53 eV
* highest occupied orbital energy: -8.943 eV

Each line ends with the Mulliken charge.
Geometry (Å):
C 1.15441 0.96546 2.09378  -1.519
C 1.24806 0.22598 0.83008  0.286
N 0.24939 -0.85349 0.83919  -0.589
C -0.74412 -0.99343 0.12287  0.695
C -1.60099 -2.20216 0.24831  -1.071
O -1.34253 -3.18211 -0.73691  -0.534
C -1.00917 -0.14333 -1.12070  0.023
O -0.77002 -0.75558 -2.32333  -0.560
C -0.30436 1.24501 -0.93598  -0.304
O -1.03360 1.90590 0.08714  -0.597
C 1.14842 0.96426 -0.47497  -0.002
O 1.80606 2.23716 -0.41988  -0.579
H 2.09882 1.47765 2.41603  0.294
H 0.92821 0.14673 2.79509  0.422
H 0.33077 1.67426 2.16079  0.307
H 2.18734 -0.24305 0.94493  0.414
H -1.40717 -2.65305 1.24673  0.372
H -2.65947 -2.00199 0.18101  0.354
H -0.47398 -3.48661 -0.44763  0.340
H -2.09748 0.20971 -1.17515  0.263
H -1.04611 -1.70038 -2.29116  0.423
H -0.30412 1.78086 -1.88158  0.380
H -0.52700 2.76308 0.07168  0.432
H 1.58683 0.22911 -1.22630  0.402
H 2.58181 2.39002 -1.00401  0.348

---

Entry 2:
A structure of composition C7H13NOPV at a distorted geometry. Source: the OMol25 dataset; level of theory: ωB97M-V/def2-TZVPD.

Computed properties:
* <S²>: 0.778
* net charge: +1
* 2S+1: 2
* HOMO-LUMO gap (spin up / spin down): 8.44 / 7.94 eV
* highest occupied orbital energy (spin up / spin down): -12.176 / -11.554 eV

Each line ends with the Mulliken charge.
Geometry (Å):
C 0.86952 0.20302 -2.81964  -0.765
C -0.36177 -0.44348 -2.56864  -0.018
C -0.13120 -1.72692 -1.99937  -0.671
C 1.27561 -2.00208 -1.93906  -0.128
C 1.96342 -0.79223 -2.33535  -0.927
V 1.02434 0.33261 -0.61380  0.823
P -0.04144 2.38133 -0.48396  -0.228
H 0.97828 1.19046 -3.30260  0.504
H -1.32614 -0.05712 -2.84180  0.444
H -0.94497 -2.37914 -1.71718  0.446
H 3.05676 -0.60320 -2.36521  0.479
H 1.70843 -2.93297 -1.66279  0.480
H -1.12367 2.66542 0.41605  0.147
H -0.55632 2.99335 -1.67737  0.151
H 0.93136 3.38577 -0.11632  0.135
C -0.39209 -0.29066 3.89451  -1.051
C -0.44042 -0.23773 2.39614  0.814
N -1.68858 -0.22363 1.84962  -0.306
O 0.62831 -0.17049 1.73736  -0.616
H -1.38931 -0.32410 4.30784  0.353
H 0.14236 0.59721 4.26063  0.276
H 0.18013 -1.15991 4.24477  0.294
H -1.88161 -0.13715 0.85659  0.157
H -2.48099 -0.26836 2.47959  0.209

---

Entry 3:
An isolated molecule of C7H13NOS at a distorted geometry. Source: the OMol25 dataset; level of theory: ωB97M-V/def2-TZVPD.

Computed properties:
* relative energy (zero: lowest compared OMol25 entry of this formula, charge and spin): 92.82 kcal per mole
* net charge: 0
* HOMO-LUMO gap (spin up / spin down): 6.88 / 6.87 eV
* highest occupied orbital energy (spin up / spin down): -7.440 / -7.440 eV

Each line ends with the Mulliken charge.
Geometry (Å):
C 0.65906 -0.04437 1.23403  -0.255
C 2.50791 0.82903 -0.04354  -0.289
C -0.22470 -0.52365 0.14979  0.362
C -1.61904 1.42041 0.95979  -1.761
C -1.73369 0.75383 -1.47445  -1.536
C 0.96035 -2.50825 -0.11274  -0.835
C -1.43188 0.25583 -0.07281  0.791
N 1.78311 0.46527 1.17240  -0.489
O -0.30973 -1.78539 -0.20611  -0.359
S 2.06299 0.00234 -1.60046  -0.365
H 0.22040 -0.35271 2.21193  0.397
H 2.22734 1.95276 -0.02712  0.279
H 3.62211 0.59397 0.07335  0.270
H -1.98571 1.13634 1.94877  0.345
H -2.34310 1.98378 0.49912  0.523
H -0.79625 2.04267 1.02176  0.471
H -0.85493 1.21009 -1.92451  0.337
H -2.54340 1.32308 -1.55841  0.534
H -1.93459 -0.17118 -2.13504  0.297
H 1.41727 -2.21544 0.77356  0.425
H 1.65055 -2.27542 -0.87701  0.305
H 0.79754 -3.55878 -0.11793  0.312
H -2.13161 -0.53423 0.10563  0.243

---

Entry 4:
A cluster of 2 separate species, C7H13NOS in total at a distorted geometry. Source: the OMol25 dataset; level of theory: ωB97M-V/def2-TZVPD.

Computed properties:
* relative energy (zero: lowest compared OMol25 entry of this formula, charge and spin): 86.34 kcal per mole
* net charge: 0
* HOMO-LUMO gap: 8.10 eV
* highest occupied orbital energy: -7.405 eV

Each line ends with the Mulliken charge.
Geometry (Å):
C 1.10561 0.06526 -1.47832  -0.164
C -0.47476 0.15824 2.53648  -0.507
C -1.30387 -0.12382 1.36455  -0.861
C 0.62623 1.03488 1.88762  -0.578
C -1.52326 0.83071 0.47013  0.835
C -2.50387 0.88641 -0.74122  -1.350
C 0.52678 -2.13534 -2.01009  -0.751
N 0.26737 0.54555 -2.40087  -0.365
O 1.34320 -1.20990 -1.27085  -0.066
S -0.21257 2.03002 0.51577  -0.189
H -0.96560 0.60158 3.44154  0.285
H 0.14096 -0.69829 2.92299  0.240
H 0.06388 1.43868 -1.96258  0.305
H -1.94205 -0.94587 1.51156  0.398
H 0.96420 1.81161 2.60076  0.370
H 1.55318 0.46121 1.62325  0.330
H -3.41912 0.47590 -0.46806  0.427
H -2.03305 0.37408 -1.57506  0.172
H -2.63438 1.89679 -0.99986  0.412
H 1.17551 -2.69204 -2.73236  0.296
H -0.26534 -1.76093 -2.69428  0.247
H -0.03271 -2.82341 -1.35415  0.267
H -0.43357 0.09821 -2.90300  0.250

---

Entry 5:
A cluster of 2 separate species, C7H13O2P in total at a distorted geometry. Source: the OMol25 dataset; level of theory: ωB97M-V/def2-TZVPD.

Computed properties:
* relative energy (zero: lowest compared OMol25 entry of this formula, charge and spin): 127.67 kcal per mole
* net charge: 0
* HOMO-LUMO gap: 10.05 eV
* highest occupied orbital energy: -9.549 eV

Each line ends with the Mulliken charge.
Geometry (Å):
C -3.31746 -1.56841 1.36971  -0.742
C -2.62304 -0.62925 0.76669  -0.234
C -0.90486 1.22786 0.97916  -0.704
C -1.45575 -0.06431 1.44304  0.070
C -0.17409 0.05950 0.70092  0.138
C 1.56337 0.81973 -2.45456  -0.508
C 2.61695 0.24072 -1.55330  -0.426
O 1.96412 -1.72917 1.04920  -0.672
O 2.36233 0.51494 -0.11197  -0.251
P 1.59664 -0.33741 0.93463  0.479
H -4.15604 -2.21048 0.81936  0.179
H -3.15884 -1.85806 2.33194  0.310
H -2.69086 -0.31207 -0.28283  0.266
H -1.57860 1.77447 0.19546  0.171
H -0.45420 2.11410 1.50513  0.263
H -1.19360 -0.28486 2.40614  0.408
H -0.15137 -0.56103 -0.83613  0.094
H 0.58696 0.58036 -1.91065  -0.052
H 1.57322 1.90838 -2.69641  0.278
H 1.58477 0.24814 -3.37999  0.291
H 3.69249 0.52673 -1.62617  0.330
H 2.52425 -0.80526 -1.68812  0.313
H 1.79359 0.34536 2.03877  0.000

---

Entry 6:
An isolated molecule of C7H14 at a distorted geometry. Source: the OMol25 dataset; level of theory: ωB97M-V/def2-TZVPD.

Computed properties:
* relative energy (zero: lowest compared OMol25 entry of this formula, charge and spin): 26.00 kcal per mole
* SMILES: C1CCCCCC1
* net charge: 0
* HOMO-LUMO gap: 11.12 eV
* highest occupied orbital energy: -9.964 eV

Each line ends with the Mulliken charge.
Geometry (Å):
C 1.63797 0.48680 0.22876  -0.626
C 0.54253 0.83667 1.28863  -0.766
C -0.46704 -0.32222 1.56300  -0.496
C -1.58617 -0.55931 0.56863  -0.656
C -1.32136 -0.25271 -0.94139  -0.647
C 0.06467 -0.56412 -1.53980  -0.687
C 1.17803 0.44919 -1.23441  -0.632
H 2.10173 -0.47984 0.47714  0.334
H 2.45651 1.22405 0.29637  0.315
H 1.07141 1.07717 2.21533  0.319
H 0.05376 1.76236 0.94836  0.315
H 0.15438 -1.21349 1.68440  0.325
H -1.14658 -0.52986 2.44501  0.321
H -1.91690 -1.50988 1.09137  0.297
H -2.47526 0.02509 0.81964  0.317
H -2.08995 -0.74980 -1.53994  0.382
H -1.50576 0.82932 -1.11555  0.306
H 0.37822 -1.55957 -1.20494  0.308
H -0.03185 -0.62258 -2.63385  0.339
H 0.85527 1.45612 -1.54358  0.319
H 2.04640 0.21663 -1.87319  0.313

---

Entry 7:
An isolated molecule of C7H14. Source: the OMol25 dataset; level of theory: ωB97M-V/def2-TZVPD.

Computed properties:
* relative energy (zero: lowest compared OMol25 entry of this formula, charge and spin): 83.05 kcal per mole
* net charge: 0
* HOMO-LUMO gap: 8.80 eV
* highest occupied orbital energy: -7.916 eV

Each line ends with the Mulliken charge.
Geometry (Å):
C -0.41244 1.75145 -1.27197  -0.931
C -0.56690 0.27826 -1.37000  -0.912
C 1.07319 -0.63526 -0.20681  -0.938
C 1.95978 0.29184 0.61790  -1.196
C -0.49421 -0.46164 -0.08168  2.414
C -0.95533 0.21247 1.21789  -1.811
C -1.16066 -1.83704 -0.20450  -1.774
H -1.46735 2.05795 -1.39577  0.382
H 0.11076 2.17511 -2.13586  0.242
H -0.05347 2.21732 -0.34160  0.280
H 1.34088 -0.52975 -1.27455  0.391
H 1.29723 -1.68327 0.02296  0.441
H 3.01113 0.04977 0.42674  0.402
H 1.78331 0.18317 1.69286  0.291
H 1.81837 1.34625 0.35721  0.261
H -0.76035 -0.43011 2.08482  0.377
H -2.03908 0.37699 1.17592  0.422
H -0.48073 1.17871 1.40776  0.394
H -0.82502 -2.33808 -1.11735  0.410
H -0.92891 -2.47182 0.66141  0.414
H -2.25018 -1.73231 -0.26539  0.443

---

Entry 8:
A cluster of 3 separate species, C7H14 in total. Source: the OMol25 dataset; level of theory: ωB97M-V/def2-TZVPD.

Computed properties:
* relative energy (zero: lowest compared OMol25 entry of this formula, charge and spin): 87.99 kcal per mole
* SMILES: C=C1CC1.[H][H].C=CC
* net charge: 0
* HOMO-LUMO gap: 10.82 eV
* highest occupied orbital energy: -9.614 eV

Each line ends with the Mulliken charge.
Geometry (Å):
C 1.58099 0.19173 1.72849  -0.740
C 0.29840 -0.08509 1.86492  0.485
C -0.73864 -0.95359 2.43240  -0.467
C -1.09758 0.25880 1.57065  -0.427
H 2.34692 -0.42903 2.18680  0.244
H 1.91645 1.05115 1.15154  0.227
H -0.88631 -1.94355 2.00463  0.147
H -0.93535 -0.89309 3.50096  0.228
H -1.53971 1.12117 2.06541  0.221
H -1.47474 0.07290 0.56607  0.101
H -1.81853 -1.88561 -0.83366  -0.168
H -1.91473 -2.42729 -0.33206  0.139
C -0.25635 -0.29298 -2.69230  -0.857
C 0.55175 0.17013 -1.74222  0.172
C 0.96527 1.60544 -1.59845  -1.052
H -0.68430 0.36608 -3.44582  0.241
H -0.51163 -1.34754 -2.76131  0.316
H 0.95898 -0.51976 -1.00206  0.365
H 2.05169 1.71105 -1.71100  0.286
H 0.48137 2.23913 -2.34870  0.349
H 0.70608 1.98995 -0.60427  0.190

---

Calculated values (g mol⁻¹) of molar mass for the records, taken in order: 175.18, 209.11, 159.25, 159.25, 160.15, 98.19, 98.19, 98.19.